Here is the molecule C2H5N5O from OMol25. Energies are from ωB97M-V/def2-TZVPD.

Last column: Mulliken charge in e.
Atoms and positions in Å:
C 0.681821 2.513395 -2.028726  -0.70
N 0.778833 1.495506 -1.045486  0.13
N -0.190539 0.587076 -0.937832  -0.51
C -0.195251 -0.289920 0.006369  0.29
N 0.388740 -0.201285 1.341417  -0.14
N -0.008097 -1.142755 2.022346  -0.10
O -0.774303 -1.988620 1.305419  -0.08
N -0.746283 -1.566387 -0.041464  -0.16
H 1.579072 2.550107 -2.716013  0.23
H -0.259829 2.307641 -2.681951  0.28
H 0.656024 3.527879 -1.609517  0.25
H 1.502209 1.535661 -0.369737  0.22
H -1.761048 -1.558275 -0.304871  0.29

Forces on the atoms, in the same order (eV/Å):
-0.600 0.492 -2.193
-0.173 0.277 0.191
-0.169 -2.337 0.572
0.966 2.052 0.219
0.352 0.312 -0.899
0.453 0.680 0.103
-0.483 -0.939 0.272
-2.353 -0.380 -0.876
-0.816 -0.411 0.543
1.710 0.475 1.259
-0.465 -0.162 0.071
0.438 0.028 0.738
1.139 -0.088 -0.001

ΔE to the lowest compared entry with this formula, charge and spin	461.6	kJ/mol
frontier orbital gap	7.99	eV
energy	-428.0473	a.u.
SMILES	CN/N=c1\nno[nH]1
net charge	0
HOMO energy	-7.64	eV